Entry 1:
{"formula": "C4H13NO2", "method": "the ωB97M-V functional and the def2-TZVPD basis", "e_homo_ev": -8.9, "energy_ha": -365.4273, "smiles": "C/C=C(/C)N.O.O", "total_charge": 0, "lumo_ha": 0.0253, "elements": ["O", "O", "N", "C", "C", "C", "C", "H", "H", "H", "H", "H", "H", "H", "H", "H", "H", "H", "H", "H"], "xyz": [[-2.59501, 1.94771, -0.62224], [2.71544, -0.46422, 1.27166], [-0.33396, 0.97134, 0.88573], [-0.37985, -0.31417, 0.26289], [-1.27962, -1.24708, 1.03793], [1.08614, 0.39888, -1.63903], [0.20309, -0.59290, -0.91116], [-2.69593, 1.36811, -1.38458], [-2.33529, -0.98024, 1.03761], [-1.28374, -2.21141, 0.51697], [-1.77629, 1.66450, -0.19171], [3.35035, -1.14444, 1.45878], [0.51911, 1.33413, -1.64831], [0.07894, -1.56474, -1.36915], [0.52108, 1.46343, 0.63661], [-0.92169, -1.37626, 2.05745], [2.07076, 0.57688, -1.20082], [1.22709, 0.12371, -2.68405], [-0.28507, 0.85175, 1.88716], [2.11445, -0.80498, 0.59826]], "atomic_forces_ev_per_a": [[-0.2, 0.0, -0.3], [-0.4, 0.7, 0.0], [1.1, -0.5, -0.5], [-0.8, 0.2, 0.4], [0.2, -0.9, -1.1], [-0.9, 0.2, -0.1], [0.6, 0.1, 0.3], [0.0, 0.1, 0.1], [0.1, 0.6, 0.2], [0.2, -0.1, 0.3], [0.0, 0.0, 0.3], [0.4, -0.5, 0.0], [0.4, 0.3, -0.1], [-0.2, -0.1, 0.2], [-0.2, 0.1, -0.1], [-0.1, 0.0, 0.1], [-0.1, -0.1, 0.1], [0.0, -0.1, 0.1], [-0.3, 0.1, 0.2], [0.0, -0.2, 0.0]]}

---

Entry 2:
{"formula": "C4H13NO2", "method": "the ωB97M-V functional and the def2-TZVPD basis", "e_homo_ev": -8.3, "energy_ha": -365.4072, "smiles": "CC/C=C/N.O.O", "total_charge": 0, "lumo_ha": 0.0233, "elements": ["O", "O", "N", "C", "C", "C", "C", "H", "H", "H", "H", "H", "H", "H", "H", "H", "H", "H", "H", "H"], "xyz": [[-1.61267, 1.98692, -2.32438], [2.17692, -0.04323, -2.89596], [-2.03756, -1.99351, 1.17319], [0.83693, 0.49109, 0.83937], [1.48062, 0.69681, 2.20015], [-0.56902, -0.09526, 0.93791], [-0.78559, -1.40606, 0.97507], [-2.56068, -1.58961, 1.94371], [2.22930, -0.98528, -2.70211], [-0.01022, -2.11850, 0.72924], [2.62369, 0.36219, -2.14184], [-1.37524, 0.61204, 1.01584], [-1.99313, -2.99914, 1.24420], [0.77735, 1.39864, 0.23706], [-0.69745, 2.03902, -2.61914], [1.39795, -0.22362, 0.22381], [1.91868, -0.24376, 2.55490], [0.79107, 1.01378, 2.96714], [-1.67290, 1.14805, -1.83998], [2.30806, 1.39538, 2.13295]], "atomic_forces_ev_per_a": [[0.0, -0.3, 0.2], [0.1, 0.0, 0.3], [-0.2, -0.2, 0.3], [-1.1, -0.7, -0.6], [0.8, -0.5, -0.2], [1.1, 0.1, 0.0], [-0.5, 0.2, -0.4], [0.0, -0.2, -0.3], [-0.1, 0.0, -0.1], [0.3, 0.0, 0.1], [-0.1, 0.0, -0.2], [-0.4, 0.1, 0.3], [-0.1, 0.1, 0.1], [0.1, 0.2, 0.2], [0.0, -0.1, 0.0], [0.3, 0.1, 0.2], [-0.2, 0.0, 0.0], [-0.3, 0.3, 0.1], [0.1, 0.3, -0.2], [0.1, 0.3, 0.1]]}

---

Entry 3:
{"formula": "C4H13NO2", "method": "the ωB97M-V functional and the def2-TZVPD basis", "e_homo_ev": -8.2, "energy_ha": -365.3468, "smiles": "CNCCCO.O", "total_charge": 0, "lumo_ha": 0.0221, "elements": ["O", "O", "N", "C", "C", "C", "C", "H", "H", "H", "H", "H", "H", "H", "H", "H", "H", "H", "H", "H"], "xyz": [[-0.98107, -0.19350, 1.69139], [-2.06664, -0.57395, -2.11900], [1.32752, 1.18530, 0.72618], [0.80536, -1.35592, 0.43450], [-0.70587, -1.13123, 0.57546], [0.42021, 2.00821, -0.07543], [1.66634, -0.04480, -0.05557], [-1.13747, -0.58316, -0.29593], [0.28763, 2.93371, 0.52907], [1.02585, 0.81866, 1.63562], [1.47912, -0.02021, -1.14190], [-1.60081, -0.62301, 2.20428], [-0.66701, 1.53091, -0.27317], [1.44672, -1.64603, 1.33188], [0.90520, -2.09069, -0.29855], [-1.24858, -2.08780, 0.80500], [2.84792, -0.14436, 0.10991], [0.91268, 2.33425, -0.96002], [-2.62637, -0.01924, -1.73650], [-2.09073, -0.29714, -3.08721]], "atomic_forces_ev_per_a": [[2.0, 0.3, -2.0], [3.6, -3.1, -5.0], [0.4, -1.5, -1.9], [2.0, 2.5, 1.2], [0.0, 1.2, 1.2], [-2.4, 0.0, 2.7], [1.1, -1.1, 1.1], [0.7, -1.2, 0.5], [-0.4, -0.4, -0.5], [-0.6, 0.9, -0.6], [0.1, 0.9, 0.4], [-2.0, -1.1, 1.9], [2.4, 1.0, 0.2], [-1.8, -0.2, -0.6], [0.5, -1.4, -1.3], [0.5, 0.8, -0.5], [-2.6, -0.6, -0.5], [0.3, -0.2, -0.9], [-3.9, 3.8, 2.8], [0.2, -0.7, 1.9]]}

---

Entry 4:
{"formula": "C4H13NO2", "method": "the ωB97M-V functional and the def2-TZVPD basis", "e_homo_ev": -9.1, "energy_ha": -365.4247, "smiles": "C1CCNC1.O.O", "total_charge": 0, "lumo_ha": 0.0339, "elements": ["O", "O", "N", "C", "C", "C", "C", "H", "H", "H", "H", "H", "H", "H", "H", "H", "H", "H", "H", "H"], "xyz": [[5.95706, -1.34579, 3.40212], [-2.48760, -1.82879, 2.04539], [-1.38121, -0.03691, -0.14622], [-1.86652, -0.07774, -1.55459], [-0.28888, 1.69038, -1.39694], [-0.33248, 0.98088, -0.03791], [-0.80857, 0.64967, -2.37599], [-1.95772, -1.12481, -1.85609], [5.95202, -1.66367, 4.31884], [-1.21769, 1.10029, -3.27949], [-0.56942, 1.67300, 0.77422], [-1.01887, -0.95369, 0.05999], [-1.81036, -1.80341, 2.72652], [-0.00439, -0.01878, -2.67979], [0.63995, 0.52741, 0.19272], [-0.97510, 2.54254, -1.38241], [0.69016, 2.08054, -1.65260], [6.66992, -1.80680, 2.95461], [-2.36778, -1.01968, 1.52387], [-2.82251, 0.43538, -1.63627]], "atomic_forces_ev_per_a": [[-0.2, 0.0, 0.4], [0.0, 0.0, -0.1], [-0.5, -0.4, -0.4], [0.5, -0.2, 0.3], [-0.3, 0.3, 0.1], [0.4, 0.2, 0.1], [0.0, 0.1, -0.1], [-0.3, 0.2, 0.0], [0.1, 0.1, -0.5], [0.0, 0.0, 0.0], [0.1, 0.0, -0.1], [0.2, -0.1, 0.1], [0.0, 0.1, 0.0], [0.0, -0.2, 0.0], [-0.1, 0.0, 0.0], [0.0, 0.0, 0.0], [0.2, 0.0, 0.0], [0.1, -0.1, 0.1], [0.0, 0.0, 0.0], [-0.2, -0.1, 0.0]]}

---

Entry 5:
{"formula": "C4H13NO2", "method": "the ωB97M-V functional and the def2-TZVPD basis", "e_homo_ev": -9.4, "energy_ha": -365.3638, "smiles": "CC[C@H](N)CO.O", "total_charge": 0, "lumo_ha": 0.0363, "elements": ["O", "O", "N", "C", "C", "C", "C", "H", "H", "H", "H", "H", "H", "H", "H", "H", "H", "H", "H", "H"], "xyz": [[3.48604, -6.05273, -0.52496], [-0.44170, 0.15043, 2.64199], [-1.89731, -0.44831, -0.13447], [0.74894, 2.43644, -1.14625], [-0.63265, 1.84696, -0.80867], [-0.72172, 0.51264, 0.07033], [-0.71752, 1.04703, 1.55851], [-1.59612, 1.60564, 1.89670], [0.81682, 2.13736, -2.20883], [-2.67832, -0.05268, -0.56129], [0.63791, 3.53668, -0.87727], [-0.60180, -0.81409, 2.33662], [1.48657, 2.04690, -0.43880], [-2.26038, -0.79779, 0.77022], [0.21434, -0.01896, -0.32987], [-1.24508, 1.59301, -1.67071], [2.79299, -6.76851, -0.44466], [-1.33882, 2.48876, -0.19932], [0.15257, 1.67736, 1.55199], [3.79522, -6.12614, -1.48127]], "atomic_forces_ev_per_a": [[-0.5, -1.3, -1.7], [-0.5, -3.1, -1.1], [2.1, -0.1, 1.3], [-2.0, 0.5, 0.9], [-3.2, -1.2, 2.0], [0.1, -0.2, 0.1], [1.5, -1.0, -0.5], [-0.2, 0.1, -0.9], [1.2, 0.8, 0.6], [-1.3, 1.1, -1.1], [0.6, -1.2, -1.2], [0.4, 2.4, 0.8], [0.2, -0.2, -0.6], [0.6, 0.4, -0.7], [-1.1, 0.2, 1.6], [0.3, 0.3, -0.5], [1.2, 1.2, -0.2], [1.0, 0.2, -0.9], [0.3, 0.9, 0.2], [-0.6, 0.1, 1.9]]}

---

Entry 6:
{"formula": "C4H13NO2", "method": "the ωB97M-V functional and the def2-TZVPD basis", "e_homo_ev": -9.1, "energy_ha": -365.4137, "smiles": "C1CCNC1.O.O", "total_charge": 0, "lumo_ha": 0.0234, "elements": ["O", "O", "N", "C", "C", "C", "C", "H", "H", "H", "H", "H", "H", "H", "H", "H", "H", "H", "H", "H"], "xyz": [[-5.25783, 2.89531, -0.29512], [-2.04939, 1.84059, -1.76548], [2.71962, -1.63557, 0.72564], [0.96219, -0.03075, 0.19302], [2.49949, -0.20191, 0.44080], [0.42682, -1.48986, 0.17819], [1.69832, -2.32636, -0.03146], [2.81322, 0.39465, 1.29910], [1.95888, -2.42789, -1.08264], [-0.40142, -1.61651, -0.51091], [0.10658, -1.72528, 1.18518], [0.47354, 0.49243, 1.02435], [-1.08134, 1.80567, -1.76270], [1.52173, -3.31423, 0.37056], [-4.87251, 2.76562, 0.57747], [3.05577, 0.06485, -0.45627], [2.59598, -1.74954, 1.72039], [-5.65254, 3.77364, -0.24037], [0.79376, 0.51030, -0.72614], [-2.31086, 1.97485, -0.84363]], "atomic_forces_ev_per_a": [[0.0, 0.2, 0.2], [0.3, 0.0, 0.2], [0.6, 0.8, -0.3], [0.2, -0.5, 0.7], [-0.7, -0.3, 0.2], [0.6, 0.8, -0.2], [-1.0, -0.2, 0.3], [0.3, 0.0, -0.3], [0.2, 0.2, -0.1], [0.0, -0.3, -0.1], [-0.4, -0.1, 0.2], [0.2, 0.2, -0.3], [-0.4, 0.0, 0.1], [0.2, -0.4, 0.0], [0.0, -0.1, 0.0], [0.1, 0.2, 0.1], [-0.2, -0.4, 0.1], [0.0, -0.1, -0.1], [-0.2, 0.1, -0.3], [0.1, 0.0, -0.3]]}

---

Entry 7:
{"formula": "C4H13NO2", "method": "the ωB97M-V functional and the def2-TZVPD basis", "e_homo_ev": -8.8, "energy_ha": -365.3950, "smiles": "CCNCCO.O", "total_charge": 0, "lumo_ha": 0.0311, "elements": ["O", "O", "N", "C", "C", "C", "C", "H", "H", "H", "H", "H", "H", "H", "H", "H", "H", "H", "H", "H"], "xyz": [[-2.42201, -0.55554, 0.27924], [-1.49927, 2.74897, -1.50199], [1.19436, -0.76953, -0.38944], [2.28777, -0.61012, 0.54899], [-1.28093, -0.74480, -0.61218], [-0.07569, -1.31558, 0.16716], [2.13313, 0.64148, 1.43212], [2.26021, 0.39665, 2.48760], [-1.65806, -1.41835, -1.37218], [2.83946, 1.42885, 1.18971], [2.47784, -1.51327, 1.14491], [-0.87686, 0.21760, -0.93204], [1.47528, -1.28358, -1.20046], [-1.92474, 3.59811, -1.61091], [-0.01735, -1.01292, 1.21578], [-2.07879, 2.26471, -0.87479], [-0.02584, -2.40612, 0.11362], [3.17854, -0.47775, -0.07496], [1.10307, 0.97543, 1.29699], [-2.02817, -0.28689, 1.11836]], "atomic_forces_ev_per_a": [[0.7, 0.0, -0.3], [-0.4, -0.7, 0.7], [-1.0, 0.2, 0.2], [0.8, 0.1, -0.4], [0.1, 0.2, 2.1], [1.4, -0.1, -0.9], [-0.5, -0.7, 0.2], [0.0, 0.0, 0.0], [0.3, 0.2, -0.4], [-0.1, 0.1, -0.2], [-0.1, 0.0, 0.2], [-0.5, 0.0, -0.7], [0.2, -0.2, -0.3], [-0.1, 0.3, -0.1], [-0.7, 0.0, 0.0], [0.5, 0.4, -0.6], [-0.3, -0.1, 0.3], [0.0, -0.1, 0.1], [0.2, 0.4, 0.1], [-0.3, 0.0, 0.0]]}

---

Entry 8:
{"formula": "C4H13NO2", "method": "the ωB97M-V functional and the def2-TZVPD basis", "e_homo_ev": -8.7, "energy_ha": -365.4168, "smiles": "C1CCNC1.O.O", "total_charge": 0, "lumo_ha": 0.0237, "elements": ["O", "O", "N", "C", "C", "C", "C", "H", "H", "H", "H", "H", "H", "H", "H", "H", "H", "H", "H", "H"], "xyz": [[3.12287, -0.19923, 0.71963], [0.94167, -2.47061, 0.85220], [-2.07800, 0.20449, -0.68853], [-1.74675, 1.24188, 0.31783], [0.28700, 0.60468, -0.78975], [-0.80908, -0.36176, -1.19725], [-0.21263, 1.37141, 0.44647], [0.50022, 1.25411, -1.64320], [0.10232, 2.41084, 0.44153], [0.17371, 0.96234, 1.38084], [3.17885, 0.11193, 1.61419], [0.26688, -1.92576, 0.41889], [-0.85585, -0.51824, -2.27527], [-2.18295, 1.03225, 1.29447], [-0.67237, -1.37855, -0.81362], [2.48620, -0.94240, 0.72907], [1.06704, -3.22290, 0.25275], [-2.72312, -0.47878, -0.34134], [1.25107, 0.12319, -0.60194], [-2.09704, 2.18110, -0.11699]], "atomic_forces_ev_per_a": [[-0.3, -0.6, -0.7], [0.1, -0.1, -0.3], [1.1, 0.4, 0.1], [0.1, 0.4, -0.4], [0.9, 0.1, -0.3], [-0.9, -0.5, 0.1], [-0.3, -0.5, -0.5], [-0.2, 0.3, 0.2], [0.0, 0.1, -0.1], [-0.1, -0.3, -0.1], [0.0, 0.1, 0.7], [0.2, -0.2, 0.2], [0.0, 0.2, -0.1], [-0.3, 0.2, -0.1], [0.1, -0.1, 0.2], [0.4, 0.3, 0.2], [0.0, 0.3, 0.2], [0.0, -0.3, 0.1], [-0.3, 0.0, 0.0], [-0.3, 0.1, 0.6]]}

---

Repeat the eighth record exactly.
{"formula": "C4H13NO2", "method": "the ωB97M-V functional and the def2-TZVPD basis", "e_homo_ev": -8.7, "energy_ha": -365.4168, "smiles": "C1CCNC1.O.O", "total_charge": 0, "lumo_ha": 0.0237, "elements": ["O", "O", "N", "C", "C", "C", "C", "H", "H", "H", "H", "H", "H", "H", "H", "H", "H", "H", "H", "H"], "xyz": [[3.12287, -0.19923, 0.71963], [0.94167, -2.47061, 0.85220], [-2.07800, 0.20449, -0.68853], [-1.74675, 1.24188, 0.31783], [0.28700, 0.60468, -0.78975], [-0.80908, -0.36176, -1.19725], [-0.21263, 1.37141, 0.44647], [0.50022, 1.25411, -1.64320], [0.10232, 2.41084, 0.44153], [0.17371, 0.96234, 1.38084], [3.17885, 0.11193, 1.61419], [0.26688, -1.92576, 0.41889], [-0.85585, -0.51824, -2.27527], [-2.18295, 1.03225, 1.29447], [-0.67237, -1.37855, -0.81362], [2.48620, -0.94240, 0.72907], [1.06704, -3.22290, 0.25275], [-2.72312, -0.47878, -0.34134], [1.25107, 0.12319, -0.60194], [-2.09704, 2.18110, -0.11699]], "atomic_forces_ev_per_a": [[-0.3, -0.6, -0.7], [0.1, -0.1, -0.3], [1.1, 0.4, 0.1], [0.1, 0.4, -0.4], [0.9, 0.1, -0.3], [-0.9, -0.5, 0.1], [-0.3, -0.5, -0.5], [-0.2, 0.3, 0.2], [0.0, 0.1, -0.1], [-0.1, -0.3, -0.1], [0.0, 0.1, 0.7], [0.2, -0.2, 0.2], [0.0, 0.2, -0.1], [-0.3, 0.2, -0.1], [0.1, -0.1, 0.2], [0.4, 0.3, 0.2], [0.0, 0.3, 0.2], [0.0, -0.3, 0.1], [-0.3, 0.0, 0.0], [-0.3, 0.1, 0.6]]}